Molecular formula: C32H68ClFN6O8P2S
Method: DFT, wB97M-V/def2-TZVPD

Cartesian coordinates (Å):
C1 6.10 4.58 0.78
C2 5.40 3.56 0.07
C3 3.84 3.72 -0.37
C4 3.07 2.28 -0.33
O1 2.57 1.84 -1.62
S1 0.92 1.76 -1.75
O2 0.62 2.04 -3.22
O3 0.34 0.36 -1.54
C5 0.10 3.02 -0.60
C6 -1.45 2.80 -0.96
O4 -2.47 3.61 -0.47
C7 -2.34 4.49 0.63
C8 -2.66 6.03 0.21
O5 -4.01 6.17 -0.28
C9 -4.08 6.13 -1.72
C10 -3.49 7.48 -2.41
C11 0.44 4.52 -1.01
Cl1 0.96 5.66 0.38
C12 1.38 4.86 -2.24
C13 0.48 5.26 -3.55
C14 0.58 2.49 0.84
C15 -0.27 1.31 1.51
C16 -1.77 1.67 1.99
O6 -2.03 2.41 2.94
F1 -2.90 1.08 1.32
C17 2.15 2.02 0.94
C18 2.33 0.41 1.21
C19 2.80 2.66 2.28
C20 2.22 2.55 3.58
H1 7.16 4.87 0.48
H2 5.55 5.05 1.68
H3 5.91 2.56 -0.17
H4 3.92 4.14 -1.44
H5 3.43 4.48 0.37
H6 3.99 1.59 -0.19
H7 -1.71 1.69 -0.75
H8 -1.51 2.86 -2.12
H9 -1.36 4.42 1.24
H10 -3.17 4.24 1.40
H11 -1.85 6.49 -0.45
H12 -2.61 6.61 1.21
H13 -3.48 5.26 -2.18
H14 -5.19 5.98 -1.99
H15 -2.37 7.26 -2.60
H16 -3.97 7.70 -3.43
H17 -3.54 8.38 -1.70
H18 -0.55 5.03 -1.33
H19 1.96 5.83 -2.00
H20 2.13 4.11 -2.61
H21 -0.60 4.91 -3.47
H22 0.90 4.72 -4.48
H23 0.51 6.38 -3.72
H24 0.50 3.32 1.65
H25 -0.38 0.36 0.89
H26 0.16 1.09 2.56
H27 3.42 0.07 1.14
H28 1.73 -0.24 0.49
H29 2.05 0.14 2.30
H30 3.83 3.18 2.27
H31 1.79 1.57 4.01
H32 2.19 3.50 4.22
C21 -2.35 -3.37 1.87
N1 -1.61 -3.72 3.06
C22 -0.59 -4.71 2.72
P1 -2.11 -3.75 4.71
O7 -0.77 -3.17 5.19
N2 -2.99 -2.33 5.16
C23 -3.10 -1.19 4.27
C24 -2.64 -1.82 6.49
N3 -3.65 -4.49 4.24
C25 -3.62 -5.92 4.01
C26 -4.92 -3.88 3.89
H33 -2.99 -4.18 1.52
H34 -1.67 -3.11 1.06
H35 -2.96 -2.48 1.99
H36 -1.03 -5.70 2.57
H37 0.16 -4.80 3.51
H38 -0.04 -4.43 1.81
H39 -2.13 -0.89 3.85
H40 -3.53 -0.32 4.78
H41 -3.80 -1.39 3.46
H42 -1.72 -1.22 6.47
H43 -2.49 -2.64 7.20
H44 -3.44 -1.19 6.89
H45 -3.54 -6.15 2.94
H46 -4.51 -6.42 4.41
H47 -2.76 -6.38 4.51
H48 -4.88 -3.37 2.92
H49 -5.25 -3.17 4.64
H50 -5.72 -4.62 3.82
C27 0.14 -3.73 -4.65
N4 0.60 -3.47 -3.30
C28 0.10 -2.16 -2.87
P2 2.03 -3.99 -2.50
O8 1.27 -4.24 -1.18
N5 2.34 -5.67 -2.73
C29 1.38 -6.55 -3.39
C30 2.81 -6.36 -1.52
N6 2.98 -3.67 -3.96
C31 3.35 -2.27 -4.17
C32 3.32 -4.53 -5.07
H51 0.62 -3.09 -5.39
H52 -0.94 -3.56 -4.73
H53 0.27 -4.77 -4.96
H54 0.66 -1.35 -3.34
H55 0.18 -2.05 -1.79
H56 -0.96 -2.03 -3.11
H57 0.37 -6.43 -2.98
H58 1.67 -7.60 -3.29
H59 1.36 -6.38 -4.46
H60 1.98 -6.63 -0.86
H61 3.50 -5.73 -0.95
H62 3.35 -7.28 -1.77
H63 2.68 -1.78 -4.88
H64 4.38 -2.18 -4.54
H65 3.31 -1.72 -3.23
H66 2.45 -4.75 -5.70
H67 3.76 -5.46 -4.74
H68 4.06 -4.06 -5.72

Calculated values
Structure (SMILES): C=CC[C@@H]1OS(=O)(=O)[C@](COCCOCC)([C@@H](Cl)CC)[C@@H](CC(=O)F)[C@]1(C)C=C.CN(C)P(=O)(N(C)C)N(C)C.CN(C)P(=O)(N(C)C)N(C)C
Molecular weight (g mol⁻¹): 813.396
Maximum force (hartree/bohr): 0.151
E (hartree): -3830.86099